[1]
Formula: C52H104O26S3
Source: OMol25
Level of theory: wB97M-V/def2-TZVPD

Positions of all 185 atoms, in Å:
C 11.7271 -16.4603 25.0513
C 11.3777 -16.1928 26.5358
C 10.1690 -17.0823 26.7572
S 9.1626 -16.7593 25.2802
O 8.3669 -15.6388 25.6532
O 8.5222 -17.9072 24.7578
C 10.4783 -16.1934 24.2365
H 12.0186 -17.5728 25.0357
H 12.5870 -15.9118 24.6380
H 10.9760 -15.2061 26.6272
H 12.1834 -16.3880 27.2665
H 9.5880 -16.7492 27.6908
H 10.3896 -18.1659 26.8731
H 10.4072 -15.0560 24.1231
H 10.4499 -16.7672 23.3036
C 6.4922 -10.8312 28.3465
C 6.7958 -12.0799 27.3521
C 8.2766 -11.8993 26.9629
S 9.1093 -11.4179 28.4830
O 10.0101 -10.3375 28.2119
O 9.6276 -12.6835 29.0606
C 7.6577 -10.8077 29.3268
H 5.5809 -10.9336 28.9658
H 6.4630 -9.9113 27.7341
H 6.1727 -12.0341 26.4220
H 6.6793 -13.0230 27.9378
H 8.4818 -11.1178 26.1392
H 8.8605 -12.7695 26.7580
H 7.8807 -9.8833 29.7009
H 7.3986 -11.4603 30.2236
C 12.9704 -10.9874 21.3146
C 11.5919 -10.5897 20.9205
C 10.8128 -11.8809 21.0166
S 11.3326 -12.7525 22.4872
O 11.6664 -14.1597 22.3817
O 10.3426 -12.5678 23.5669
C 12.8592 -11.7643 22.6640
H 13.6007 -10.0557 21.4359
H 13.4396 -11.5252 20.5333
H 11.4756 -10.1574 19.9200
H 11.3067 -9.8547 21.6783
H 11.0701 -12.4089 20.1063
H 9.7526 -11.8158 21.0627
H 13.6696 -12.4406 22.8446
H 12.6986 -11.0824 23.4839
O 15.3716 -10.7954 28.8014
C 14.5556 -11.6725 28.9853
O 13.8762 -12.1988 27.9675
C 14.0159 -12.0099 26.5595
C 14.1898 -13.3277 25.9000
C 14.1506 -12.2690 30.2899
H 14.8061 -11.2803 26.3029
H 13.0962 -11.5087 26.2486
H 13.2814 -13.9709 25.9853
H 15.1292 -13.7419 26.2919
H 14.3022 -13.2300 24.8263
H 14.7910 -11.8552 31.0456
H 14.3149 -13.3641 30.1649
H 13.0358 -12.1372 30.4487
O 15.1136 -15.1619 19.8264
C 15.8769 -15.9240 20.3726
O 16.1312 -17.1878 19.9493
C 15.5348 -17.6358 18.6995
C 16.3187 -16.8803 17.6065
C 16.5023 -15.5795 21.6299
H 14.4432 -17.6206 18.6582
H 15.9160 -18.6341 18.6290
H 16.0758 -17.3108 16.6128
H 17.3905 -16.9654 17.7746
H 16.0239 -15.8563 17.6012
H 17.1436 -16.3044 21.9989
H 15.7281 -15.5020 22.3795
H 16.9125 -14.5558 21.4534
O 12.8383 -12.1416 18.3414
C 13.0492 -13.2535 17.8592
O 14.1171 -13.5767 17.1223
C 15.0729 -12.5523 16.9956
C 16.1094 -12.7476 18.0881
C 12.2001 -14.4531 18.0549
H 14.6476 -11.5879 17.2055
H 15.5451 -12.5026 16.0206
H 16.7581 -11.8675 18.1568
H 16.7148 -13.6620 17.9284
H 15.5531 -12.9103 19.0495
H 12.3446 -15.1859 17.2832
H 11.1271 -14.2833 18.2599
H 12.5824 -15.0672 18.8923
O 18.9359 -7.1764 23.5921
C 18.8839 -5.9716 23.6802
O 17.8722 -5.3213 24.2626
C 16.9557 -6.0322 25.1155
C 17.2844 -5.7788 26.5540
C 19.9205 -5.0271 23.0522
H 16.8764 -7.1345 24.9157
H 15.9729 -5.5978 24.9347
H 16.4875 -6.1882 27.1589
H 17.1032 -4.7078 26.8623
H 18.2083 -6.1886 26.9799
H 20.3490 -5.5381 22.2260
H 20.7345 -4.8328 23.7660
H 19.4480 -4.1872 22.6977
O 15.8849 -8.6943 20.1150
C 16.3552 -7.6365 20.4626
O 15.6190 -6.7637 21.1655
C 14.1604 -6.7922 21.0609
C 13.7555 -5.3287 20.7943
C 17.7746 -7.2248 20.2826
H 13.7247 -7.1183 21.9821
H 13.8768 -7.4477 20.2605
H 14.4177 -4.7306 21.5146
H 12.7092 -5.2844 21.0402
H 13.9731 -5.0334 19.7318
H 18.1455 -7.7368 19.3967
H 18.4404 -7.4537 21.1607
H 17.8554 -6.1912 20.1480
O 13.4739 -6.6307 17.1825
C 13.1313 -7.6986 16.6547
O 12.0013 -7.7126 15.9104
C 11.2407 -6.4269 15.9099
C 9.8552 -6.6616 15.4977
C 13.8474 -8.9974 16.8562
H 11.7558 -5.6941 15.2803
H 11.2981 -5.9733 16.8951
H 9.3525 -7.3271 16.1917
H 9.7097 -6.9694 14.4398
H 9.3067 -5.6987 15.5931
H 14.8081 -9.1030 16.3173
H 13.2007 -9.8150 16.5332
H 14.0396 -9.0963 17.9494
O 6.6609 -12.1430 23.2370
C 5.8234 -13.0097 23.1334
O 6.0991 -14.3003 22.8646
C 7.4417 -14.7831 22.6937
C 7.9619 -14.3861 21.2958
C 4.3518 -12.7661 23.5291
H 7.4536 -15.8703 22.8248
H 8.0270 -14.3655 23.4958
H 7.4571 -14.9589 20.4878
H 9.0963 -14.5021 21.2774
H 7.9060 -13.3301 21.2145
H 4.1705 -11.7299 23.6163
H 4.1814 -13.2155 24.5234
H 3.7543 -13.1318 22.7103
O 6.7754 -9.4814 25.4264
C 6.7000 -8.6885 24.5123
O 7.7098 -8.4663 23.6696
C 8.8820 -9.3413 23.7667
C 9.9261 -8.9297 24.7881
C 5.5433 -7.8263 24.2111
H 9.0739 -9.3282 22.7075
H 8.5053 -10.3281 24.0122
H 10.1261 -7.8405 24.7961
H 10.8683 -9.4279 24.4845
H 9.7240 -9.3241 25.7966
H 5.2546 -7.8123 23.1737
H 5.7283 -6.7956 24.5637
H 4.7155 -8.2647 24.7909
O 11.5941 -17.9486 18.4286
C 10.4523 -18.3065 18.4499
O 9.9717 -19.2087 19.3376
C 10.9013 -19.5918 20.3978
C 10.0498 -19.8902 21.6620
C 9.2832 -17.8512 17.4890
H 11.5722 -18.7871 20.4694
H 11.3261 -20.5063 20.0201
H 10.6096 -20.5176 22.2991
H 9.1588 -20.4440 21.4491
H 9.7597 -19.0154 22.2346
H 8.6637 -18.6177 17.0199
H 9.8276 -17.3809 16.6719
H 8.6842 -17.2223 18.0728
O 16.6253 -9.9172 25.2333
C 17.6780 -10.5309 25.0854
O 18.1289 -10.9559 23.8547
C 17.3116 -10.5168 22.7183
C 18.0186 -10.6184 21.4168
C 18.5415 -11.2024 26.1800
H 16.9280 -9.5104 22.9757
H 16.4767 -11.1194 22.7490
H 18.3960 -11.5993 21.2664
H 18.8704 -9.9104 21.3827
H 17.3130 -10.4428 20.6414
H 18.0890 -10.9668 27.1483
H 19.5727 -10.7706 26.1822
H 18.6233 -12.2310 25.9517

- Relative energy (zero: lowest compared OMol25 entry of this formula, charge and spin): 52.1 kcal per mole
- Gap between HOMO and LUMO: 10.1 eV
- HOMO level: -9.7 eV
- LUMO: 0.42 eV

[2]
Formula: C52H108N2O39
Source: OMol25
Level of theory: wB97M-V/def2-TZVPD

Positions of all 201 atoms, in Å:
C -19.1328 -25.7028 -5.1351
O -20.4606 -25.5511 -4.7621
C -20.9216 -26.4997 -3.8107
C -20.8206 -27.9365 -4.2862
O -19.4897 -28.4092 -4.1601
C -19.4177 -29.8083 -4.2895
C -18.0522 -30.2582 -4.8519
O -17.0719 -30.2343 -3.8572
C -16.4392 -29.0022 -3.6868
H -18.8075 -24.8229 -5.6953
H -18.8588 -26.4959 -5.8446
H -18.4086 -25.8144 -4.3230
H -21.9201 -26.2724 -3.4478
H -20.2455 -26.3623 -2.9543
H -21.0900 -27.9616 -5.3514
H -21.5649 -28.5559 -3.7751
H -20.2155 -30.2233 -4.9167
H -19.4484 -30.3368 -3.3261
H -17.8575 -29.6371 -5.7359
H -18.2269 -31.2809 -5.1902
H -15.9201 -28.8328 -2.7423
H -17.1368 -28.1555 -3.7087
H -15.7084 -28.8318 -4.4877
C -23.1251 -17.5710 -3.9102
O -23.5209 -18.8727 -3.5330
C -22.4582 -19.6281 -3.0254
C -22.9644 -20.6965 -2.0708
O -23.9847 -21.5074 -2.5947
C -23.6618 -22.3670 -3.6699
C -23.4276 -23.8119 -3.2724
O -24.4695 -24.3361 -2.4919
C -25.6342 -24.6225 -3.2359
H -22.8561 -17.0089 -3.0120
H -23.9706 -17.0808 -4.3917
H -22.3163 -17.5659 -4.6482
H -21.6803 -19.0899 -2.4652
H -21.9148 -20.1286 -3.8416
H -23.3316 -20.2563 -1.1430
H -22.1162 -21.3345 -1.7750
H -22.7876 -21.9363 -4.1707
H -24.5098 -22.3205 -4.3540
H -22.5306 -23.9165 -2.6608
H -23.2428 -24.4088 -4.1758
H -25.3838 -25.1727 -4.1474
H -26.1157 -23.6745 -3.5164
H -26.3930 -25.1191 -2.6370
C -28.5578 -25.8967 -5.9034
O -29.3771 -25.4239 -6.9544
C -29.0284 -24.1565 -7.4489
C -29.1298 -22.9614 -6.4822
O -27.9570 -22.8373 -5.7204
C -27.8327 -21.6948 -4.8932
C -28.0249 -20.3180 -5.5523
O -27.0038 -20.0054 -6.4807
C -25.7049 -19.8656 -5.9638
H -29.1988 -26.4029 -5.1722
H -28.0968 -25.0853 -5.3369
H -27.7995 -26.6257 -6.2017
H -29.7565 -23.9770 -8.2435
H -28.0306 -24.1500 -7.9030
H -29.9824 -23.2138 -5.8297
H -29.4210 -22.0795 -7.0580
H -26.8290 -21.6765 -4.4670
H -28.5347 -21.8457 -4.0633
H -27.9674 -19.5711 -4.7527
H -28.9901 -20.2399 -6.0418
H -25.6852 -19.2543 -5.0567
H -25.1149 -19.4111 -6.7618
H -25.1202 -20.7790 -5.7786
C -19.2562 -25.8935 2.0171
O -18.8804 -24.8049 1.2007
C -19.6157 -24.6675 0.0855
O -20.6515 -25.2217 -0.1468
O -19.0036 -23.7632 -0.6585
C -19.5432 -23.5383 -1.9542
H -20.0850 -25.6490 2.6819
H -18.4256 -26.2260 2.6366
H -19.5401 -26.7579 1.4150
H -19.1262 -24.1801 -2.7255
H -19.2535 -22.5235 -2.2276
H -20.6291 -23.5678 -1.9437
C -31.6506 -23.1661 -10.5054
O -30.3085 -23.3523 -10.9125
C -29.4496 -22.3751 -10.6245
O -29.6844 -21.3657 -10.0220
O -28.2435 -22.7953 -10.9871
C -27.2014 -21.8629 -10.7260
H -32.2249 -23.9903 -10.9214
H -32.0688 -22.2391 -10.9047
H -31.7634 -23.1598 -9.4193
H -26.3035 -22.0874 -11.2896
H -26.9440 -21.8144 -9.6615
H -27.5482 -20.8611 -10.9712
C -19.4465 -20.0297 -13.1024
O -20.1510 -21.2528 -13.0580
C -21.2750 -21.3121 -12.3695
O -21.7449 -20.4371 -11.6810
O -21.8285 -22.5059 -12.5584
C -23.1178 -22.7117 -11.9979
H -18.9623 -19.6684 -12.1980
H -20.1174 -19.2029 -13.3730
H -18.7630 -20.0866 -13.9458
H -22.9957 -23.1823 -11.0249
H -23.6632 -23.3818 -12.6611
H -23.7718 -21.8443 -11.9001
C -19.8941 -22.1038 -5.4946
O -20.8858 -22.3250 -6.5032
C -21.3835 -21.2840 -7.1449
O -20.9999 -20.1470 -7.0199
O -22.3906 -21.6831 -7.8659
C -23.2508 -20.8102 -8.5747
H -20.4534 -22.0524 -4.5652
H -19.3832 -21.1538 -5.6445
H -19.1122 -22.8422 -5.6367
H -24.2145 -21.2295 -8.8287
H -22.6648 -20.4743 -9.4371
H -23.3729 -19.8858 -8.0016
C -18.2235 -14.6130 -11.5881
O -19.3796 -15.0437 -10.9085
C -19.5983 -16.3339 -10.7449
O -18.9986 -17.2137 -11.2660
O -20.4614 -16.4289 -9.7452
C -20.8558 -17.7240 -9.3597
H -18.0013 -15.1736 -12.4997
H -17.3523 -14.7097 -10.9341
H -18.3459 -13.5699 -11.8697
H -20.1308 -18.2534 -8.7346
H -21.0793 -18.4210 -10.1687
H -21.7241 -17.6470 -8.7075
C -14.6953 -26.0935 -4.0461
O -14.4752 -24.6975 -3.9349
C -15.5299 -23.9567 -3.6368
O -16.6657 -24.3276 -3.5051
O -15.1461 -22.6921 -3.6375
C -16.1329 -21.6842 -3.4997
H -13.7531 -26.6357 -4.0192
H -15.1195 -26.2535 -5.0412
H -15.3387 -26.5509 -3.2972
H -15.6737 -20.7018 -3.4437
H -16.6012 -21.8624 -2.5294
H -16.8888 -21.6701 -4.2818
C -25.5700 -18.3545 -9.5981
O -24.5774 -18.1265 -10.6017
C -24.7605 -18.7511 -11.7567
O -25.5751 -19.6176 -11.9698
O -23.8650 -18.2951 -12.6253
C -23.7368 -19.0811 -13.7945
H -25.9077 -19.3868 -9.5995
H -26.3936 -17.6722 -9.8072
H -25.1767 -18.1002 -8.6190
H -24.0888 -20.0978 -13.6488
H -22.6865 -19.0720 -14.0794
H -24.2640 -18.6376 -14.6414
C -25.7817 -25.7130 -10.8578
O -25.9210 -25.5948 -9.4414
C -25.2238 -24.6078 -8.9075
O -24.4086 -23.9315 -9.4582
O -25.5514 -24.5506 -7.6303
C -24.9468 -23.5444 -6.8405
H -25.8949 -24.7178 -11.2948
H -26.6409 -26.2575 -11.2407
H -24.8418 -26.1528 -11.1787
H -24.8709 -22.5955 -7.3735
H -23.9218 -23.8170 -6.5805
H -25.5844 -23.3543 -5.9828
C -14.8847 -22.8168 -7.5927
O -16.0722 -22.0203 -7.6811
C -16.6586 -21.9387 -8.8803
O -16.2605 -22.4479 -9.8941
O -17.7596 -21.2023 -8.7286
C -18.7618 -21.2111 -9.7200
H -15.0458 -23.7918 -8.0482
H -14.6347 -22.8916 -6.5419
H -14.1180 -22.3093 -8.1755
H -18.6600 -21.9906 -10.4736
H -18.7540 -20.2881 -10.3085
H -19.7501 -21.1950 -9.2676
C -18.0034 -28.2252 -9.1762
O -18.2108 -26.8037 -9.2731
C -19.4716 -26.3959 -9.2244
O -20.4087 -27.1189 -9.1861
O -19.4665 -25.0775 -9.3170
C -20.7572 -24.5048 -9.4613
H -18.6915 -28.7164 -9.8635
H -18.1672 -28.5631 -8.1540
H -16.9737 -28.3339 -9.5045
H -21.5437 -24.8762 -8.8048
H -21.1650 -24.4409 -10.4682
H -20.6358 -23.4831 -9.0977
C -18.7492 -17.8867 -6.3095
C -18.0444 -17.2876 -7.4338
N -17.5091 -16.7715 -8.3047
H -18.7173 -18.9708 -6.4587
H -19.8059 -17.6338 -6.3411
H -18.2434 -17.6966 -5.3682
C -18.3428 -17.8905 -2.0074
C -18.6716 -19.0540 -2.8225
N -18.9562 -19.9451 -3.4760
H -19.0270 -17.9024 -1.1601
H -18.4062 -16.9414 -2.5360
H -17.3087 -17.9491 -1.6677

- Gap between HOMO and LUMO: 9.4 eV
- HOMO level: -9.4 eV
- LUMO: 0.07 eV

What is the LUMO in the second record? 0.07 eV

Among the records above, which one has the highest HOMO level? C52H108N2O39